# 1
C23H30KN3O3S2Sb2 | wB97M-V/def2-TZVPD

XYZ file:
```
64
Properties=species:S:1:pos:R:3:nbo_charge:R:1
K -0.174 -0.319 0.360 0.819
C -2.833 4.133 -0.421 -0.981
Sb -1.467 2.652 -1.111 0.972
C -1.942 2.705 -3.193 -1.002
C 0.232 3.992 -1.169 -0.751
C 1.194 3.771 -2.296 -0.034
C 0.936 4.432 -3.502 -0.198
C 1.782 4.336 -4.590 -0.221
C 2.940 3.580 -4.482 -0.206
C 3.212 2.923 -3.296 -0.221
C 2.349 2.979 -2.199 -0.042
C 2.707 2.213 -0.963 -0.750
Sb 2.678 0.037 -1.127 0.966
C 4.434 -0.204 -2.315 -0.990
C 1.247 -0.058 -2.729 -0.998
H -2.787 4.988 -1.096 0.218
H -2.540 4.425 0.586 0.256
H -3.849 3.744 -0.388 0.231
H -2.046 3.732 -3.541 0.223
H -2.885 2.178 -3.338 0.229
H -1.168 2.207 -3.773 0.236
H 0.703 3.957 -0.188 0.238
H -0.205 4.988 -1.263 0.233
H 0.052 5.055 -3.569 0.205
H 1.551 4.864 -5.506 0.214
H 3.631 3.514 -5.312 0.212
H 4.130 2.356 -3.214 0.207
H 2.082 2.487 -0.116 0.231
H 3.738 2.421 -0.662 0.236
H 4.242 0.032 -3.360 0.231
H 4.791 -1.230 -2.245 0.234
H 5.215 0.456 -1.938 0.230
H 1.645 0.471 -3.594 0.240
H 0.301 0.414 -2.452 0.219
H 1.040 -1.097 -2.981 0.238
O -1.157 3.239 2.670 -0.958
S -1.828 2.007 3.004 2.308
O -3.262 2.002 2.818 -0.971
N -1.135 0.753 2.273 -0.995
C -0.535 -0.090 3.151 0.639
O 0.091 -1.107 2.839 -0.696
C -0.714 0.344 4.583 -0.164
C -0.258 -0.271 5.736 -0.166
C -0.556 0.330 6.952 -0.205
C -1.290 1.514 7.009 -0.194
C -1.744 2.131 5.849 -0.210
C -1.435 1.514 4.654 -0.236
H 0.314 -1.187 5.681 0.232
H -0.214 -0.122 7.874 0.217
H -1.504 1.958 7.972 0.218
H -2.311 3.051 5.887 0.233
C -1.715 -3.851 1.940 -0.417
N -2.536 -2.686 1.670 -0.356
C -3.282 -2.007 2.623 -0.091
C -3.836 -0.940 2.018 -0.043
N -3.434 -0.993 0.699 -0.534
C -2.637 -2.067 0.478 0.248
S -1.861 -2.464 -0.990 -0.398
H -2.282 -4.551 2.551 0.207
H -0.811 -3.536 2.462 0.233
H -1.457 -4.308 0.989 0.246
H -3.318 -2.337 3.645 0.234
H -4.415 -0.124 2.407 0.261
H -3.635 -0.323 -0.023 0.438
```

As for the orbital gap: 8.31 eV. Its total energy is -3161.25397 a.u. As for the relative energy (zero: lowest compared OMol25 entry of this formula, charge and spin): 64.4 kJ/mol. The value obtained for the LUMO energy is 0.38 eV.

# 2
C23H30N3 | wB97M-V/def2-TZVPD

XYZ file:
```
56
Properties=species:S:1:pos:R:3:nbo_charge:R:1
C -5.663 -3.225 2.284 -0.410
N -5.172 -1.870 2.263 -0.348
C -6.130 -0.809 2.535 -0.201
C -5.263 0.475 2.577 -0.457
C -3.859 0.007 2.327 0.009
C -3.894 -1.404 2.135 0.269
C -2.678 -2.071 1.925 -0.309
C -1.497 -1.361 1.927 -0.080
C -1.403 0.008 2.338 -0.183
C -0.147 0.632 2.601 0.040
C 1.123 -0.003 2.721 -0.199
C 2.370 0.674 2.487 -0.066
C 3.571 -0.007 2.469 -0.079
C 3.614 -1.419 2.617 0.276
N 4.884 -1.881 2.444 -0.352
C 5.374 -3.232 2.534 -0.408
C 5.846 -0.812 2.229 -0.200
C 4.968 0.469 2.190 -0.441
C 2.411 -2.108 2.840 -0.307
C 1.243 -1.395 3.024 -0.088
C -2.664 0.683 2.453 -0.135
H -4.857 -3.953 2.372 0.219
H -6.342 -3.348 3.143 0.217
H -6.248 -3.448 1.378 0.214
H -6.908 -0.766 1.757 0.208
H -6.652 -0.987 3.486 0.206
H -5.635 1.208 1.847 0.239
H -5.355 0.949 3.567 0.236
H -2.695 -3.159 1.776 0.232
H -0.582 -1.854 1.606 0.231
H -0.168 1.695 2.799 0.223
H 2.377 1.746 2.276 0.217
H 4.557 -3.953 2.556 0.218
H 6.014 -3.449 1.664 0.216
H 5.995 -3.369 3.435 0.211
H 6.588 -0.779 3.044 0.203
H 6.410 -0.970 1.298 0.207
H 5.059 0.934 1.194 0.235
H 5.343 1.211 2.911 0.239
H 2.429 -3.203 2.860 0.230
H 0.357 -1.915 3.385 0.228
H -2.697 1.755 2.671 0.226
C 0.995 5.976 3.285 -0.410
C -0.545 6.003 3.459 -0.410
C -1.055 4.600 3.052 -0.213
N 0.109 3.861 2.684 -0.663
C 1.352 4.556 2.787 -0.212
H 1.319 6.742 2.575 0.215
H 1.501 6.190 4.228 0.214
H -0.813 6.225 4.493 0.214
H -0.989 6.791 2.845 0.215
H -1.538 4.135 3.929 0.167
H -1.831 4.699 2.267 0.182
H 0.037 3.071 2.080 0.365
H 1.939 4.625 1.849 0.182
H 1.998 4.062 3.535 0.168
```

As for the orbital gap: 5.80 eV. Its total energy is -1058.42347 a.u. As for the relative energy (zero: lowest compared OMol25 entry of this formula, charge and spin): 134.7 kJ/mol. Its net charge is +1. The value obtained for the LUMO energy is -4.28 eV.

# 3
C23H30N4O4 | wB97M-V/def2-TZVPD

XYZ file:
```
61
Properties=species:S:1:pos:R:3:nbo_charge:R:1
C 2.083 -5.383 2.296 -0.627
C 1.731 -3.946 2.067 -0.025
C 0.684 -3.605 1.224 -0.166
C 0.358 -2.279 0.980 0.127
C 1.081 -1.246 1.581 -0.031
C 2.126 -1.599 2.426 -0.185
C 2.450 -2.920 2.666 -0.199
H 3.273 -3.157 3.324 0.212
H 2.698 -0.815 2.900 0.212
C 0.756 0.201 1.365 -0.644
H 1.669 0.792 1.343 0.227
H 0.215 0.351 0.435 0.220
H 0.143 0.585 2.182 0.233
N -0.695 -1.999 0.059 -0.445
C -1.927 -1.579 0.403 0.714
O -2.776 -1.325 -0.443 -0.680
C -2.230 -1.450 1.886 -0.496
H -2.662 -2.405 2.201 0.247
C -3.251 -0.333 2.151 -0.493
C -2.625 1.018 1.856 0.699
O -2.200 1.761 2.711 -0.606
N -2.551 1.280 0.516 -0.643
C -1.840 2.311 -0.048 0.325
N -1.436 2.232 -1.297 -0.212
O -0.782 3.394 -1.571 -0.287
C -0.772 4.172 -0.475 0.348
C -1.430 3.539 0.537 -0.375
H -1.606 3.859 1.540 0.262
C -0.087 5.484 -0.552 -0.664
H -0.263 6.043 0.362 0.236
H -0.457 6.050 -1.404 0.237
H 0.985 5.339 -0.683 0.237
H -2.861 0.557 -0.130 0.450
H -3.549 -0.353 3.199 0.240
H -4.125 -0.487 1.516 0.239
H -1.324 -1.288 2.465 0.239
C -0.431 -2.335 -1.332 -0.311
C 0.850 -1.685 -1.864 0.664
O 1.851 -2.340 -2.075 -0.622
N 0.761 -0.366 -2.102 -0.622
H -0.090 0.145 -1.910 0.418
C 1.870 0.361 -2.693 -0.058
C 2.867 0.867 -1.631 -0.407
C 2.497 2.332 -1.426 -0.410
C 2.165 2.790 -2.843 -0.402
H 1.586 3.712 -2.865 0.211
H 3.089 2.948 -3.401 0.196
C 1.380 1.615 -3.434 -0.410
H 1.525 1.532 -4.510 0.215
H 0.315 1.758 -3.249 0.218
H 3.303 2.908 -0.973 0.210
H 1.615 2.412 -0.789 0.195
H 2.813 0.267 -0.725 0.218
H 3.880 0.795 -2.025 0.206
H 2.368 -0.351 -3.358 0.225
H -1.298 -2.009 -1.913 0.256
H -0.308 -3.418 -1.434 0.218
H 0.109 -4.384 0.746 0.207
H 2.660 -5.759 1.452 0.226
H 1.186 -5.992 2.386 0.217
H 2.681 -5.499 3.197 0.216
```

As for the orbital gap: 9.75 eV. Its total energy is -1414.47630 a.u. The structure (SMILES) is Cc1ccc(C)c(N(CC(=O)NC2CCCC2)C(=O)CCC(=O)Nc2cc(C)on2)c1. As for the relative energy (zero: lowest compared OMol25 entry of this formula, charge and spin): 10.6 kJ/mol. The value obtained for the LUMO energy is 0.73 eV.

# 4
C23H30N4O4 | wB97M-V/def2-TZVPD

XYZ file:
```
61
Properties=species:S:1:pos:R:3:nbo_charge:R:1
C 3.278 -4.104 -2.676 -0.651
C 4.577 -3.788 -2.330 -0.139
C 4.949 -3.739 -1.037 -0.253
C 4.290 -3.909 0.140 0.576
O 4.695 -4.654 0.860 -0.550
N 3.303 -3.141 0.191 -0.576
C 2.428 -2.955 1.254 0.166
C 1.159 -2.204 0.918 -0.212
C 0.195 -2.031 1.902 -0.135
C 0.238 -2.649 3.081 -0.167
C 1.179 -3.741 3.467 -0.132
C 2.217 -3.970 2.367 -0.213
H 3.078 -4.472 2.320 0.224
H 1.218 -4.212 4.302 0.193
H -0.568 -2.609 3.749 0.223
C -0.734 -0.935 1.834 0.199
N -1.645 -0.597 2.566 -0.077
O -2.535 0.251 2.253 -0.318
C -2.463 0.658 0.904 0.284
C -2.047 2.211 1.022 -0.206
N -2.362 2.488 -0.532 -0.390
C -1.661 3.440 -1.037 0.678
O -2.109 3.614 -2.289 -0.738
C -0.566 4.335 -0.426 -0.464
C 0.519 3.403 -0.783 -0.447
C 1.094 3.536 -2.167 -0.391
C 2.531 2.736 -2.453 -0.340
C 3.534 3.208 -1.638 -0.593
H 4.671 2.697 -1.864 0.209
H 3.852 4.354 -2.092 0.178
H 3.482 3.279 -0.601 0.220
H 2.251 1.580 -1.993 0.133
H 2.566 2.506 -3.362 0.200
H 1.438 4.525 -2.661 0.222
H 0.427 3.062 -2.786 0.210
H 0.525 2.568 -0.114 0.229
H 1.354 4.117 -0.269 0.210
H -0.792 4.658 0.659 0.236
H -0.609 5.229 -1.102 0.264
C -3.354 1.597 -0.855 -0.139
C -3.445 0.697 0.013 -0.514
H -4.270 0.623 0.779 0.296
H -3.412 -0.478 -0.542 0.229
H -2.957 1.436 -2.096 0.255
C -4.734 2.305 -1.137 0.689
O -5.736 2.391 -0.441 -0.579
N -4.752 3.431 -2.219 -0.836
H -5.573 4.074 -2.362 0.404
H -4.031 3.443 -2.682 0.362
H -2.746 2.545 1.678 0.202
H -1.149 2.439 1.208 0.179
C -1.118 -0.168 0.485 -0.468
H -0.400 0.550 0.236 0.200
H -1.189 -0.635 -0.358 0.199
H 1.200 -1.357 0.111 0.200
H 3.055 -2.474 -0.385 0.399
H 6.208 -3.693 -0.953 0.211
H 5.463 -3.830 -3.058 0.218
H 2.774 -3.320 -3.135 0.212
H 3.310 -4.716 -3.285 0.207
H 2.614 -4.462 -2.025 0.216
```

As for the orbital gap: 8.76 eV. Its total energy is -1413.60817 a.u. The structure (SMILES) is C/C=C\C(=O)Nc1cccc(C2=NO[C@@]3(C2)C[C@@H](C(N)=O)N(C(=O)CCCCC)C3)c1. As for the relative energy (zero: lowest compared OMol25 entry of this formula, charge and spin): 2289.9 kJ/mol. The value obtained for the LUMO energy is 0.07 eV.